The following is a DFT calculation (ωB97M-V/def2-TZVPD) of C44H46AlF6O4 as an isolated structure.

Each line ends with the Mulliken charge.
Element x y z (Å)
C 5.77 -3.83 4.41  -0.866
C 5.70 -2.49 3.42  -0.123
C 6.80 -2.52 2.20  0.504
C 7.94 -1.34 2.27  -0.802
C 7.36 0.19 2.19  -0.135
Al 6.41 0.59 0.37  -1.202
C 7.61 -0.22 -1.08  0.049
C 7.83 0.78 -2.40  -0.774
C 6.44 1.14 -3.19  -0.422
C 6.40 2.66 0.15  0.059
C 6.51 3.38 1.62  -0.255
C 6.42 5.00 1.64  -0.880
C 5.69 5.71 0.36  0.758
F 5.67 7.19 0.68  -0.339
F 6.50 5.63 -0.92  -0.275
C 4.11 5.30 0.14  0.624
F 3.56 4.40 1.18  -0.218
F 3.28 6.56 0.20  -0.300
F 3.87 4.76 -1.25  -0.233
C 4.54 -0.23 0.52  0.440
C 3.88 -0.75 -0.89  0.574
C 4.65 -2.05 -1.56  -0.808
F 3.65 0.37 -1.88  -0.396
H 5.92 -3.44 5.51  0.220
H 4.72 -4.41 4.39  0.221
H 6.59 -4.60 4.09  0.270
H 5.79 -1.50 4.08  0.240
H 4.59 -2.48 2.99  0.050
H 6.31 -2.45 1.13  -0.793
H 7.33 -3.58 2.24  0.407
H 8.63 -1.48 1.31  0.189
H 8.61 -1.56 3.22  0.339
H 6.53 0.33 3.02  0.041
H 8.24 0.93 2.42  0.151
H 7.33 -1.31 -1.41  0.249
H 8.70 -0.30 -0.60  0.224
H 8.38 1.76 -2.07  0.172
H 8.54 0.25 -3.19  0.363
H 5.76 1.73 -2.41  -0.075
H 5.89 0.15 -3.55  0.161
H 6.60 1.91 -4.08  0.316
H 7.37 2.92 -0.50  0.047
H 5.44 2.91 -0.46  -0.077
H 5.73 2.90 2.35  0.214
H 7.59 3.09 2.06  0.087
H 5.79 5.30 2.60  0.251
H 7.47 5.55 1.79  0.349
H 4.51 -1.11 1.30  -0.332
H 3.80 0.60 0.94  0.192
H 2.78 -1.13 -0.62  0.018
H 5.42 -1.73 -2.41  0.052
H 3.84 -2.72 -2.08  0.332
H 5.19 -2.71 -0.72  0.150
C -3.32 -4.88 -0.12  -0.431
C -4.57 -4.43 -0.53  -0.596
C -4.77 -3.08 -0.81  -0.462
C -3.71 -2.17 -0.67  0.326
C -2.46 -2.62 -0.24  0.360
C -2.26 -3.98 0.02  -0.658
C -1.35 -1.67 -0.05  0.459
O -0.25 -2.06 0.33  -0.714
C -1.58 -0.23 -0.30  0.423
C -0.55 0.69 -0.06  -0.865
C -0.76 2.05 -0.31  -0.517
C -1.99 2.49 -0.81  -0.638
C -3.01 1.57 -1.04  -0.391
C -2.81 0.21 -0.78  0.282
C -3.92 -0.75 -0.99  0.392
O -5.00 -0.36 -1.42  -0.682
H -3.16 -5.94 0.09  0.383
H -5.40 -5.13 -0.63  0.427
H -5.75 -2.73 -1.13  0.372
H -1.28 -4.34 0.35  0.468
H 0.41 0.36 0.32  0.601
H 0.04 2.76 -0.13  0.527
H -2.15 3.54 -1.01  0.398
H -3.97 1.92 -1.42  0.480
C -12.40 -2.63 1.56  -0.473
C -13.46 -1.78 1.24  -0.451
C -13.26 -0.73 0.35  -0.513
C -12.00 -0.51 -0.21  0.166
C -10.93 -1.34 0.13  0.079
C -11.14 -2.41 1.01  -0.463
C -9.58 -1.10 -0.42  0.496
O -8.65 -1.83 -0.12  -0.701
C -9.37 0.05 -1.32  0.089
C -8.09 0.33 -1.80  -0.694
C -7.88 1.41 -2.67  -0.507
C -8.96 2.20 -3.06  -0.494
C -10.24 1.93 -2.58  -0.658
C -10.45 0.86 -1.70  0.483
C -11.80 0.60 -1.17  0.577
O -12.75 1.29 -1.52  -0.689
H -12.56 -3.46 2.25  0.389
H -14.44 -1.94 1.68  0.385
H -14.10 -0.07 0.09  0.445
H -10.32 -3.07 1.28  0.458
H -7.24 -0.28 -1.50  0.835
H -6.88 1.63 -3.03  0.459
H -8.81 3.03 -3.75  0.382
H -11.08 2.55 -2.89  0.446

HOMO energy in eV: -4.988
Largest force on an atom in eV Å⁻¹: 5.4
Total charge: -1



The following is a DFT calculation (ωB97M-V/def2-TZVPD) of C44H46Cl2N10O2RhSi as an isolated structure.

Each line ends with the Mulliken spin population.
Element x y z (Å)
Rh 0.98 0.60 -1.24  1.533
C 3.07 -0.64 3.94  0.009
N 2.80 -0.70 2.51  0.008
C 2.32 0.25 1.70  0.009
N 2.15 -0.24 0.48  -0.090
C 2.56 -1.53 0.60  -0.006
N 2.96 -1.84 1.81  0.003
C 2.35 -1.74 4.68  -0.081
C 2.98 -2.96 4.91  0.182
C 2.29 -3.96 5.60  -0.052
C 0.99 -3.78 6.01  0.113
C 0.32 -2.57 5.72  -0.015
C 1.04 -1.55 5.07  0.112
C -1.09 -2.43 5.91  0.194
N -1.96 -3.28 6.43  -0.016
N -3.18 -2.87 6.10  -0.038
C -3.06 -1.77 5.37  0.200
O -1.74 -1.40 5.27  0.073
C -4.02 -1.13 4.55  -0.029
C -5.38 -1.52 4.53  0.104
C -6.25 -0.98 3.61  -0.058
C -5.81 -0.03 2.69  0.175
C -4.48 0.40 2.71  -0.082
C -4.07 1.49 1.76  -0.027
N -2.68 1.47 1.32  0.005
C -2.14 1.02 0.18  -0.012
N -0.87 1.37 0.12  -0.043
C -0.68 2.04 1.29  -0.003
N -1.75 2.13 2.03  0.000
C -3.60 -0.13 3.64  0.117
H 2.72 0.34 4.28  -0.004
H 4.15 -0.71 4.10  -0.009
H 2.14 1.26 2.01  0.000
H 2.55 -2.23 -0.21  0.003
H 3.98 -3.14 4.55  0.024
H 2.79 -4.90 5.80  -0.001
H 0.45 -4.57 6.52  0.016
H 0.54 -0.61 4.87  0.015
H -5.70 -2.28 5.23  0.013
H -7.28 -1.29 3.59  -0.003
H -6.49 0.37 1.95  0.021
H -4.20 2.45 2.26  0.001
H -4.70 1.47 0.87  0.007
H -2.68 0.46 -0.56  -0.002
H 0.26 2.49 1.57  -0.003
H -2.58 0.20 3.67  0.030
Cl -0.88 -2.89 -4.63  0.000
C -1.18 -3.15 -2.94  0.007
C -1.90 -4.28 -2.56  0.003
C -2.15 -4.53 -1.24  -0.003
Cl -3.05 -5.96 -0.81  0.000
C -1.70 -3.66 -0.24  -0.001
C -1.92 -3.86 1.14  0.006
C -1.43 -2.94 2.02  0.017
C -0.75 -1.82 1.54  -0.045
N -0.51 -1.61 0.26  0.022
C -0.96 -2.51 -0.63  0.008
C -0.66 -2.22 -2.02  -0.016
O 0.03 -1.21 -2.43  0.170
H -2.26 -4.96 -3.32  0.001
H -2.48 -4.71 1.49  0.001
H -1.55 -3.06 3.08  -0.002
H -0.40 -1.07 2.23  0.008
C 2.28 3.31 -0.50  0.031
C 1.53 4.29 -1.40  0.057
C 0.08 4.49 -0.95  0.006
C 1.54 3.92 -2.87  0.153
C 2.14 4.78 -3.76  -0.110
C 2.03 4.62 -5.13  0.181
C 1.17 3.64 -5.61  -0.107
C 0.52 2.76 -4.77  0.132
C -0.59 1.90 -5.34  0.033
C -0.43 0.40 -5.16  0.031
C -1.92 2.37 -4.73  0.012
C 0.83 2.76 -3.36  0.049
N 0.47 1.75 -2.60  1.108
H 2.20 3.63 0.54  0.001
H 3.33 3.28 -0.77  -0.004
H 1.86 2.28 -0.61  -0.027
H 2.04 5.26 -1.31  0.006
H -0.47 3.56 -1.06  0.007
H -0.40 5.25 -1.56  -0.005
H 0.03 4.81 0.10  0.000
H 2.70 5.63 -3.37  0.001
H 2.56 5.27 -5.81  0.009
H 1.00 3.58 -6.68  0.002
H -0.64 2.10 -6.42  0.003
H -0.33 0.13 -4.11  -0.034
H 0.44 0.02 -5.70  -0.001
H -1.32 -0.10 -5.56  -0.001
H -1.91 2.21 -3.65  0.002
H -2.76 1.82 -5.15  -0.001
H -2.08 3.44 -4.93  -0.003
C 3.25 0.99 -4.20  -0.019
Si 2.92 0.09 -2.53  -0.069
C 4.58 0.42 -1.58  -0.001
C 3.07 -1.76 -3.01  -0.019
H 4.20 0.66 -4.61  0.000
H 3.28 2.07 -4.09  0.008
H 2.47 0.75 -4.92  -0.002
H 5.33 -0.26 -1.98  -0.001
H 4.51 0.25 -0.51  0.003
H 4.95 1.43 -1.74  0.000
H 3.73 -1.88 -3.86  -0.001
H 2.09 -2.17 -3.27  0.003
H 3.48 -2.36 -2.19  0.000

HOMO energy (alpha / beta) in eV: -1.696 / -4.774
Largest force on an atom in eV Å⁻¹: 1.5
Spin multiplicity: 5
Total charge: -1



The following is a DFT calculation (ωB97M-V/def2-TZVPD) of a 8-piece molecular cluster, C44H46F6O4S2 overall.

Each line ends with the Mulliken charge.
Element x y z (Å)
F 47.06 -19.31 10.11  -0.281
C 46.25 -20.11 9.44  0.133
C 45.88 -21.46 10.01  -0.579
C 44.81 -22.19 9.38  -0.185
C 44.16 -21.62 8.25  -0.392
C 44.51 -20.38 7.67  -0.104
C 45.62 -19.71 8.23  -0.486
H 46.14 -21.84 10.93  0.545
H 44.41 -23.15 9.93  0.202
H 43.33 -22.20 8.04  0.637
H 43.99 -20.13 6.63  0.152
H 45.72 -18.70 7.89  0.384
F 38.12 -30.41 6.22  -0.278
C 38.81 -30.34 7.36  0.317
C 38.23 -29.95 8.63  -0.320
C 39.03 -29.86 9.75  -0.574
C 40.44 -29.99 9.69  -0.242
C 41.01 -30.59 8.54  -0.661
C 40.24 -30.65 7.33  -0.386
H 37.18 -29.88 8.92  0.356
H 38.53 -29.45 10.58  0.337
H 41.09 -29.71 10.57  0.368
H 42.04 -30.84 8.56  0.483
H 40.77 -31.00 6.52  0.624
F 46.42 -27.52 3.90  -0.135
C 46.91 -28.60 3.36  0.528
C 48.03 -29.11 3.99  -0.601
C 48.82 -30.18 3.33  -0.566
C 48.41 -30.60 2.07  -0.495
C 47.17 -30.33 1.53  -0.412
C 46.36 -29.27 2.15  -0.148
H 48.51 -28.57 4.80  0.460
H 49.79 -30.42 3.64  0.498
H 49.00 -31.29 1.44  0.310
H 46.70 -30.94 0.69  0.349
H 45.34 -28.71 1.91  0.227
F 44.96 -33.83 2.01  -0.334
C 44.75 -32.79 2.77  0.480
C 43.39 -32.32 2.88  -0.689
C 43.14 -31.23 3.76  -0.524
C 44.10 -30.88 4.66  -0.220
C 45.40 -31.39 4.68  -0.451
C 45.71 -32.36 3.58  -0.599
H 42.75 -32.72 2.29  0.655
H 42.14 -30.86 3.55  0.463
H 43.76 -30.05 5.33  0.267
H 46.15 -31.05 5.38  0.495
H 46.73 -32.72 3.60  0.416
F 50.12 -24.13 8.16  -0.335
C 49.11 -24.01 7.20  0.280
C 47.79 -23.85 7.59  -0.298
C 46.78 -23.74 6.69  0.297
C 47.18 -23.68 5.27  -0.314
C 48.55 -23.71 4.88  -0.703
C 49.48 -23.92 5.86  -0.375
H 47.64 -23.62 8.67  0.335
H 45.70 -23.59 7.01  0.126
H 46.21 -23.60 4.60  0.116
H 48.81 -23.65 3.89  0.579
H 50.42 -24.32 5.44  0.293
F 47.04 -24.76 1.46  -0.281
C 45.76 -24.76 0.91  -0.019
C 45.44 -24.24 -0.36  -0.394
C 44.21 -24.44 -0.99  -0.754
C 43.17 -25.00 -0.12  -0.742
C 43.44 -25.45 1.18  -0.608
C 44.74 -25.50 1.67  0.142
H 46.18 -23.63 -0.81  0.453
H 44.12 -24.03 -1.91  0.480
H 42.30 -25.07 -0.46  0.750
H 42.70 -26.05 1.81  0.273
H 44.89 -25.94 2.60  0.747
C 44.03 -27.67 8.02  -0.105
C 44.62 -27.19 6.70  -0.545
C 43.60 -26.66 5.93  -0.745
S 42.58 -25.77 6.99  0.995
O 41.24 -26.26 6.90  -0.773
O 42.93 -24.37 6.86  -0.424
C 43.18 -26.59 8.52  -0.663
H 44.68 -27.72 8.94  0.357
H 43.40 -28.53 7.82  -0.035
H 45.20 -27.78 6.02  0.111
H 45.31 -26.50 6.85  0.361
H 42.92 -27.39 5.64  0.447
H 43.58 -26.17 4.98  0.402
H 42.37 -27.02 9.23  0.292
H 43.66 -25.77 8.96  0.255
C 42.38 -21.58 4.53  -0.506
C 41.04 -21.75 5.22  -0.034
C 40.21 -22.18 4.18  -0.841
S 41.00 -23.40 3.29  0.992
O 40.52 -23.36 1.97  -0.746
O 40.95 -24.61 4.07  -0.495
C 42.53 -22.68 3.38  -0.728
H 43.31 -21.56 5.06  0.103
H 42.38 -20.43 3.90  0.187
H 40.75 -20.94 5.91  0.389
H 41.22 -22.79 5.84  -0.026
H 40.21 -21.29 3.48  0.306
H 39.26 -22.39 4.60  0.495
H 42.99 -22.38 2.64  1.185
H 43.09 -23.38 3.89  -0.285

HOMO energy in eV: -9.062
SMILES: O=S1(=O)CCCC1.O=S1(=O)CCCC1.Fc1ccccc1.Fc1ccccc1.Fc1ccccc1.Fc1ccccc1.Fc1ccccc1.Fc1ccccc1
Largest force on an atom in eV Å⁻¹: 9.2
Total charge: 0



The following is a DFT calculation (ωB97M-V/def2-TZVPD) of a 2-piece molecular cluster, C44H46N3O2 overall.

Each line ends with the Mulliken charge.
Element x y z (Å)
C 1.14 3.03 -4.35  -0.716
O 0.33 2.90 -3.16  -0.392
C -0.77 2.18 -3.11  -0.238
C -1.94 2.49 -3.92  0.346
C -2.65 1.38 -4.43  0.104
C -3.81 1.55 -5.17  -0.689
C -4.34 2.83 -5.40  1.098
C -5.63 2.94 -6.16  -1.420
C -3.63 3.94 -4.93  -0.977
C -2.44 3.79 -4.21  -0.604
H 1.49 4.06 -4.34  0.306
H 1.99 2.35 -4.25  0.248
H 0.58 2.81 -5.26  0.381
H -0.61 1.13 -2.82  0.681
H -2.28 0.38 -4.19  0.364
H -4.34 0.69 -5.57  0.446
H -5.87 3.99 -6.38  0.382
H -5.57 2.38 -7.10  0.361
H -6.45 2.51 -5.58  0.334
H -4.03 4.93 -5.12  0.351
H -1.90 4.66 -3.83  0.511
C -0.31 -1.83 -4.43  -1.801
C 0.16 -1.70 -3.01  1.006
C 1.17 -0.80 -2.64  -1.102
C 1.52 -0.62 -1.30  0.921
C 2.60 0.34 -0.92  -1.913
C 0.88 -1.40 -0.33  -0.619
N 1.19 -1.19 1.05  1.869
C 0.84 -0.12 1.85  -0.521
C 0.49 1.23 1.39  -0.245
C -0.46 1.48 0.25  2.078
C -0.30 2.81 -0.33  -2.352
C -1.59 0.61 0.07  0.582
C -1.96 -0.38 1.01  0.033
C -3.00 -1.26 0.74  -0.555
C -3.68 -1.20 -0.48  -0.904
C -3.39 -0.18 -1.39  -0.680
C -2.41 0.75 -1.07  -0.936
O 1.05 2.19 1.99  -0.744
N 1.36 -0.37 3.06  1.743
C 1.45 0.40 4.27  -0.306
C 0.30 0.89 4.91  1.708
C -1.06 0.71 4.32  -1.195
C 0.45 1.54 6.14  -1.421
C 1.69 1.65 6.77  0.683
C 1.82 2.31 8.11  -1.483
C 2.82 1.14 6.11  -1.217
C 2.71 0.51 4.87  0.550
C 3.94 -0.01 4.20  -1.191
N 1.89 -1.65 3.11  -1.340
C 1.82 -2.10 1.89  0.494
C 2.39 -3.37 1.47  -0.001
C 2.37 -4.41 2.42  -0.716
C 2.81 -5.68 2.06  -0.675
C 3.32 -5.90 0.77  -0.476
C 3.44 -4.85 -0.14  -0.778
C 3.00 -3.57 0.21  0.431
C -0.02 -2.41 -0.68  1.643
C -0.60 -3.36 0.31  -2.311
C -0.40 -2.52 -2.03  -1.074
H -0.14 -2.86 -4.80  0.443
H -1.39 -1.64 -4.51  0.357
H 0.22 -1.13 -5.09  0.338
H 1.69 -0.23 -3.41  0.498
H 3.39 -0.15 -0.33  0.306
H 3.06 0.74 -1.84  0.556
H 2.22 1.19 -0.34  0.283
H -1.20 3.17 -0.82  0.429
H 0.01 3.51 0.46  0.544
H 0.52 2.78 -1.05  0.233
H -1.45 -0.41 1.97  0.106
H -3.27 -2.00 1.49  0.487
H -4.46 -1.93 -0.71  0.406
H -3.93 -0.10 -2.33  0.466
H -2.24 1.60 -1.73  0.238
H -1.81 1.03 5.05  0.512
H -1.18 1.33 3.43  0.257
H -1.25 -0.34 4.08  0.234
H -0.44 1.95 6.63  0.403
H 2.82 2.15 8.52  0.362
H 1.65 3.39 8.04  0.303
H 1.09 1.90 8.82  0.360
H 3.81 1.24 6.57  0.297
H 4.79 0.19 4.86  0.431
H 3.87 -1.09 4.03  0.198
H 4.12 0.49 3.24  0.254
H 1.99 -4.19 3.42  0.434
H 2.76 -6.49 2.78  0.405
H 3.65 -6.90 0.48  0.405
H 3.87 -5.01 -1.13  0.426
H 3.11 -2.73 -0.48  0.341
H -1.54 -3.76 -0.08  0.593
H 0.08 -4.20 0.51  0.333
H -0.83 -2.86 1.26  0.271
H -1.15 -3.26 -2.31  0.433

HOMO energy in eV: -8.242
Largest force on an atom in eV Å⁻¹: 4.5
Total charge: +1



> Which value of total charge does entry 4 give?

+1